2 unconnected molecules or ions with the total composition C35H36N4O2, computed with ωB97M-V with the def2-TZVPD basis set.

Last column: Löwdin charge in e.
Geometry (Å):
C  0.59766  -5.01260  6.23271  -0.056
N  1.39551  -4.75467  5.03850  -0.195
C  2.73141  -5.32732  5.08195  -0.053
C  0.98189  -3.94966  4.01143  -0.211
C  1.49548  -4.13191  2.69334  -0.003
C  1.09637  -3.29704  1.66135  0.017
C  0.31259  -2.14282  1.93707  -0.193
C  0.02897  -1.17477  0.90879  0.042
C  -0.85571  -0.11928  1.06723  -0.015
C  -1.46658  0.63370  0.04288  -0.071
C  -2.16981  1.87446  0.37006  -0.171
C  -1.69532  2.66728  1.43508  -0.008
C  -2.29840  3.87187  1.75452  0.014
C  -3.47702  4.27835  1.07518  -0.245
N  -4.10588  5.48192  1.41071  -0.254
C  -3.95962  6.69379  0.62200  -0.075
C  -5.04955  5.60298  2.50801  -0.077
C  -3.99905  3.45825  0.04213  0.006
C  -3.30635  2.32541  -0.35242  -0.008
C  -1.36773  0.20700  -1.34059  -0.187
C  -1.58168  -1.12969  -1.72989  -0.004
C  -1.58076  -1.45781  -3.07603  0.021
C  -1.14914  -0.50765  -4.03355  -0.239
N  -1.01420  -0.87414  -5.37401  -0.254
C  -2.02331  -0.60210  -6.37945  -0.080
C  0.20454  -1.45421  -5.90777  -0.065
C  -0.82918  0.80496  -3.62225  0.018
C  -1.01517  1.17242  -2.30602  -0.004
C  -0.18230  -1.96569  3.25762  -0.003
C  0.07362  -2.88685  4.25603  -0.008
H  -0.44426  -4.69221  6.09553  0.085
H  0.61215  -6.09398  6.45728  0.093
H  1.02908  -4.49899  7.11000  0.095
H  3.31591  -5.03572  4.20019  0.084
H  3.25638  -4.98717  5.99141  0.095
H  2.67793  -6.42620  5.13504  0.093
H  2.19276  -4.93606  2.49185  0.105
H  1.39386  -3.49306  0.63374  0.128
H  0.62269  -1.22659  -0.01360  0.082
H  -1.05381  0.18750  2.08357  0.094
H  -0.80572  2.33620  1.97256  0.122
H  -1.86838  4.51389  2.52720  0.122
H  -3.26312  6.53963  -0.21243  0.093
H  -4.93882  7.00857  0.23279  0.078
H  -3.58782  7.50864  1.26130  0.081
H  -5.16549  4.64909  3.03833  0.091
H  -4.70742  6.37612  3.21057  0.079
H  -6.02648  5.92642  2.11865  0.079
H  -4.94138  3.73961  -0.43356  0.121
H  -3.66138  1.75360  -1.20910  0.121
H  -1.78992  -1.88106  -0.96793  0.121
H  -1.87181  -2.45278  -3.41066  0.121
H  -2.91071  -0.12966  -5.94154  0.089
H  -1.60652  0.05179  -7.15726  0.077
H  -2.31268  -1.54658  -6.85919  0.078
H  0.95318  -1.60523  -5.11953  0.094
H  -0.03936  -2.41438  -6.38240  0.079
H  0.61081  -0.79210  -6.68613  0.079
H  -0.44703  1.51683  -4.34913  0.122
H  -0.83373  2.20044  -1.98903  0.130
H  -0.75699  -1.06926  3.48828  0.110
H  -0.35992  -2.72949  5.24369  0.106
C  6.44171  0.14480  -2.67797  -0.085
C  5.38201  -0.77483  -2.62062  -0.017
C  4.31525  -0.49750  -1.76544  -0.110
C  4.30964  0.62374  -0.96247  -0.111
C  5.35726  1.54335  -0.99197  -0.016
C  6.42675  1.30400  -1.86934  -0.085
C  2.99802  0.65095  -0.22284  -0.447
O  2.63229  1.52904  0.56352  0.013
N  2.30303  -0.47548  -0.62662  0.106
C  2.98562  -1.18756  -1.59443  -0.460
O  2.58586  -2.16320  -2.22424  0.013
H  7.27580  -0.02975  -3.35573  0.093
H  5.36254  -1.68611  -3.21698  0.111
H  5.31406  2.41983  -0.34610  0.112
H  7.24686  2.01673  -1.93384  0.093

As for the electronic energy: -1724.7022 Ha. Its net charge is 0. As for the HOMO energy: -0.2776 Ha.